1.
Density functional theory data (ωB97M-V/def2-TZVPD) for a cluster of 2 separate species, C3H10N in total.

The geometry in XYZ format:
```
14
Properties=species:S:1:pos:R:3
C 5.3545 -1.1152 -2.4117
H 6.3376 -1.5140 -2.6440
H 4.8063 -1.8462 -1.8225
H 4.8022 -0.9486 -3.3390
H 5.3913 -0.1626 -1.8973
C -1.9213 -0.3008 1.8594
C -2.5788 1.4407 0.3763
N -1.9145 0.3545 0.5399
H -0.8897 -0.5504 2.0957
H -2.3746 -1.2855 1.6611
H -2.5865 0.0610 2.6351
H -3.3782 1.7346 1.0435
H -2.2589 2.0626 -0.4559
H -1.5363 -0.2005 -0.2073
```

Calculated values
- 2S+1 = 1
- net charge = +1

Mulliken population analysis, charges in e, atoms 1 to 4: -0.8931, 0.2215, 0.2188, 0.2285

---

2.
Density functional theory data (ωB97M-V/def2-TZVPD) for a cluster of 2 separate species, C3H10N in total.

The geometry in XYZ format:
```
14
Properties=species:S:1:pos:R:3
C -0.3094 -0.7526 1.2056
C -1.0188 1.7393 -0.5102
C 0.5768 -0.0655 0.2711
N 0.9690 -0.7832 -0.9849
H -0.6524 -0.2420 2.2414
H -1.2125 -1.1491 0.6773
H 0.3350 -1.6503 1.5135
H -0.4852 2.5512 -0.8558
H -1.2867 1.7557 0.6237
H -1.6992 1.1765 -1.1424
H 1.4023 0.3547 0.7175
H 1.7696 -0.3031 -1.4222
H 0.1373 -0.8481 -1.5976
H 1.4742 -1.7836 -0.7369
```

Calculated values
- 2S+1 = 1
- net charge = +1

Mulliken population analysis, charges in e, atoms 1 to 4: -0.8872, -0.7186, -0.4658, -0.3185

---

3.
Density functional theory data (ωB97M-V/def2-TZVPD) for a cluster of 2 separate species, C3H10N in total.

The geometry in XYZ format:
```
14
Properties=species:S:1:pos:R:3
C -0.6121 -1.7534 -0.4588
H 6.1895 0.1897 1.9903
H -0.4263 -2.7786 -0.1300
H -0.3066 -1.5166 -1.5510
H 6.5232 -0.2581 2.4755
C -0.7740 0.7511 -0.2923
C -0.8299 -0.6231 0.3318
N -1.9085 1.3536 -0.9972
H -0.0089 1.4017 0.0743
H -1.5724 -0.6518 1.1948
H 0.1607 -0.7962 1.0291
H -2.4913 1.9781 -0.3964
H -1.5710 2.0663 -1.7116
H -2.3725 0.6375 -1.5584
```

Calculated values
- 2S+1 = 1
- net charge = +1

Mulliken population analysis, charges in e, atoms 1 to 4: -0.3342, -0.0109, 0.3352, 0.2727

---

4.
Density functional theory data (ωB97M-V/def2-TZVPD) for a cluster of 2 separate species, C3H10N2 in total.

The geometry in XYZ format:
```
15
Properties=species:S:1:pos:R:3
C -0.3749 1.4701 -2.5982
N -0.9486 0.3886 -2.3136
H -0.5913 1.9299 -3.5640
H 0.3486 1.9740 -1.9496
H -0.7090 0.0615 -1.3772
C -0.3223 -1.4747 0.5605
N -0.2722 -0.0787 0.9901
C 0.9662 0.2159 1.6933
H 0.4698 -1.6362 -0.1710
H -0.1768 -2.1801 1.3862
H -1.2678 -1.6828 0.0681
H -1.0359 0.0968 1.6317
H 1.1397 -0.4323 2.5652
H 0.9548 1.2450 2.0489
H 1.8198 0.1031 1.0296
```

Calculated values
- SMILES = C=N.CNC
- 2S+1 = 1

Mulliken population analysis, charges in e, atoms 1 to 4: -0.2583, -0.6453, 0.2398, 0.2031

---

5.
Density functional theory data (ωB97M-V/def2-TZVPD) for a cluster of 2 separate species, C3H10N2 in total.

The geometry in XYZ format:
```
15
Properties=species:S:1:pos:R:3
C 0.0897 2.6815 -4.8419
N 0.7874 3.1508 -3.8911
H -0.6515 3.3347 -5.2852
H 0.1792 1.6820 -5.2678
H 1.4607 2.4444 -3.5891
C -0.5038 -2.3137 2.8730
C -0.5698 -1.0174 2.0355
N 0.7559 -0.5468 1.6968
H -0.9729 -2.1611 3.8459
H -0.9977 -3.1492 2.3887
H 0.5379 -2.5830 3.0329
H -1.0650 -1.2134 1.0891
H -1.1336 -0.2626 2.5924
H 0.7744 0.0674 0.8968
H 1.3093 -0.1134 2.4240
```

Calculated values
- SMILES = C=N.CCN
- 2S+1 = 1

Mulliken population analysis, charges in e, atoms 1 to 4: -0.2357, -0.4738, 0.2517, 0.2128

---

6.
Density functional theory data (ωB97M-V/def2-TZVPD) for a cluster of 2 separate species, C3H10N2 in total.

The geometry in XYZ format:
```
15
Properties=species:S:1:pos:R:3
C -0.6955 -1.1831 -0.1317
C 0.0331 -0.4037 0.9644
C 1.1883 0.4022 0.2464
N 0.7033 1.7517 -0.0947
N -1.1513 -0.2786 -1.2328
H 0.0835 -1.8826 -0.4640
H -1.5001 -1.8225 0.2598
H -0.4989 0.3728 1.5446
H 0.5647 -1.1046 1.6175
H 1.5688 -0.0734 -0.6630
H 1.9666 0.4202 1.0156
H 1.3753 2.2145 -0.6934
H -1.5504 0.6678 0.0231
H -1.9907 -0.6219 -1.6949
H -0.0967 1.5412 -0.6969
```

Calculated values
- 2S+1 = 1

Mulliken population analysis, charges in e, atoms 1 to 4: -0.4973, -1.0196, -0.2319, -0.7152

---

7.
Density functional theory data (ωB97M-V/def2-TZVPD) for a cluster of 3 separate species, C3H10N2 in total.

The geometry in XYZ format:
```
15
Properties=species:S:1:pos:R:3
C 0.2921 1.3677 1.2465
C 0.6010 2.2937 0.3566
H 0.6095 0.2954 1.1367
H -0.2864 1.6219 2.1256
H 0.2328 3.3092 0.4211
H 1.1828 2.0665 -0.5253
C 0.7871 -1.7760 -0.6588
N 1.0398 -1.6398 0.5702
H 0.3121 -2.6384 -1.1244
H 1.2073 -1.0422 -1.3330
H 0.6860 -2.3917 1.1631
N -1.4832 -0.5507 -0.9230
H -1.9734 -0.1794 -1.7266
H -2.1670 -0.9613 -0.3003
H -1.0406 0.2252 -0.4284
```

Calculated values
- SMILES = C=C.C=N.N
- 2S+1 = 1

Mulliken population analysis, charges in e, atoms 1 to 4: -0.4885, -0.4950, 0.3420, 0.1992

---

8.
Density functional theory data (ωB97M-V/def2-TZVPD) for the molecule C3H10N2.

The geometry in XYZ format:
```
15
Properties=species:S:1:pos:R:3
C -0.3992 1.3696 1.2678
C 0.0832 0.0684 0.6290
N 1.4208 0.2805 0.1094
C -0.7984 -0.2916 -0.5934
N -0.2484 -1.3444 -1.4203
H 0.1318 1.6115 2.2268
H -0.1344 2.2280 0.6081
H -1.4680 1.3210 1.5883
H 0.0578 -0.7974 1.3387
H 2.0938 0.1349 0.8796
H 1.5875 -0.4280 -0.6235
H -0.8424 0.5808 -1.3000
H -1.7908 -0.4441 -0.1719
H -0.8298 -1.4121 -2.2999
H -0.3265 -2.2255 -0.8901
```

Calculated values
- SMILES = C[C@H](N)CN
- 2S+1 = 1

Mulliken population analysis, charges in e, atoms 1 to 4: -1.3166, 0.4665, -0.7403, -0.7634

---

9.
Density functional theory data (ωB97M-V/def2-TZVPD) for a cluster of 2 separate species, C3H10N2 in total.

The geometry in XYZ format:
```
15
Properties=species:S:1:pos:R:3
C 1.0563 -2.4966 1.3469
C -0.0401 -1.7481 1.3998
N -1.3315 -2.2347 1.1148
H 1.0488 -3.5164 0.9762
H 2.0360 -2.0885 1.5698
H 0.0906 -0.7390 1.7607
H -1.3057 -2.8398 0.3082
H -1.9774 -1.4809 0.9583
C -0.1417 2.7696 -1.0771
N 0.5339 2.9570 -2.3572
H -1.1935 2.5353 -1.2585
H -0.1329 3.6877 -0.4686
H 0.4305 2.0474 -0.5087
H 0.4867 3.8769 -2.7633
H 1.4974 2.6875 -2.3730
```

Calculated values
- SMILES = C=CN.CN
- 2S+1 = 1

Mulliken population analysis, charges in e, atoms 1 to 4: -0.8072, 0.1382, -0.5486, 0.2241

---

10.
Density functional theory data (ωB97M-V/def2-TZVPD) for the molecule C3H10N2.

The geometry in XYZ format:
```
15
Properties=species:S:1:pos:R:3
C -0.0405 -1.3898 0.7444
C 0.2220 0.1035 0.6717
C -1.0112 0.9643 0.6854
N 0.9735 0.5836 -0.6602
N 0.5492 0.0095 -1.9088
H -0.7509 -1.7150 -0.0223
H -0.4765 -1.6496 1.7162
H 0.8861 -1.9595 0.6245
H 0.8863 0.4005 1.4893
H -1.8296 0.5824 0.0690
H -1.3469 1.1723 1.7049
H -0.6431 1.9051 0.1554
H 1.9585 0.3565 -0.4897
H -0.4347 0.2154 -2.0830
H 1.0579 0.4208 -2.6966
```

Calculated values
- SMILES = CC(C)NN
- 2S+1 = 1

Mulliken population analysis, charges in e, atoms 1 to 4: -1.2086, 0.3457, -1.3587, -0.2506

---

11.
Density functional theory data (ωB97M-V/def2-TZVPD) for a cluster of 2 separate species, C3H10N2 in total.

The geometry in XYZ format:
```
15
Properties=species:S:1:pos:R:3
C 0.5760 2.3058 -0.7517
N 1.6884 1.6178 -0.0951
H 0.8908 3.1484 -1.3895
H -0.0549 2.7419 0.0350
H -0.0475 1.5965 -1.3017
H 2.2739 1.3207 -0.8685
H 2.2732 2.2690 0.4048
C 0.0151 -1.3092 0.0506
C -1.0501 -1.6073 0.8412
N -1.7160 -2.8193 0.8719
H 0.2689 -1.9008 -0.8277
H 0.6121 -0.4277 0.2681
H -1.3062 -0.9386 1.6664
H -1.7248 -3.2695 -0.0488
H -2.6988 -2.7278 1.1451
```

Calculated values
- <S²> = 0.762
- 2S+1 = 2
- net charge = +1

Mulliken population analysis, charges in e, atoms 1 to 4: -0.7517, -0.5796, 0.3254, 0.2974

---

12.
Density functional theory data (ωB97M-V/def2-TZVPD) for a cluster of 2 separate species, C3H10N2O in total.

The geometry in XYZ format:
```
16
Properties=species:S:1:pos:R:3
C 1.1817 -0.7974 -3.6510
C 1.5000 -0.4442 -2.4122
O 0.6712 -0.1876 -1.3212
H 2.0455 -1.3157 -4.3119
H 0.3367 -0.2712 -3.9939
H 2.4854 -0.6262 -2.0720
H 0.9609 0.6955 -1.1175
N -0.2813 0.1273 1.1490
C -0.5142 0.2921 2.6018
N -1.9020 0.4284 2.9478
H -0.6836 0.9925 0.7584
H -0.8488 -0.6432 0.7307
H -0.1073 -0.5954 3.0465
H -0.1435 1.2984 2.6741
H -2.2094 1.2752 2.5006
H -2.4912 -0.2284 2.4708
```

Calculated values
- <S²> = 0.750
- 2S+1 = 2
- net charge = -1

Mulliken population analysis, charges in e, atoms 1 to 4: -0.2548, -2.3988, 0.4709, 0.3089

---

13.
Density functional theory data (ωB97M-V/def2-TZVPD) for a cluster of 2 separate species, C3H10N2O in total.

The geometry in XYZ format:
```
16
Properties=species:S:1:pos:R:3
C -0.4946 -0.5015 -1.9853
C 0.8752 -0.6169 -1.9285
N -1.4375 -1.2447 -1.2485
H -0.8842 0.4913 -2.2431
H 1.4820 0.2106 -2.2928
H 1.4661 -1.4450 -1.5466
H -0.6617 -0.4833 1.0746
H -1.2507 -2.2397 -1.1133
H -2.3594 -1.3336 -1.6960
N 0.5111 1.9648 1.2216
C 0.8431 0.6958 1.7711
O -0.1704 -0.3570 1.8993
H -0.2512 2.3732 1.7590
H 0.2588 1.9452 0.2415
H 1.4488 0.2863 0.9494
H 1.3513 0.8741 2.7170
```

Calculated values
- <S²> = 0.753
- 2S+1 = 2
- net charge = -1

Mulliken population analysis, charges in e, atoms 1 to 4: -0.3607, -0.8362, -0.4318, 0.2623

---

14.
Density functional theory data (ωB97M-V/def2-TZVPD) for a cluster of 2 separate species, C3H10N2O in total.

The geometry in XYZ format:
```
16
Properties=species:S:1:pos:R:3
C 0.9277 1.3463 1.1990
C 1.0916 0.1606 0.2964
C 0.2384 0.0857 -0.8791
N -1.2001 0.0404 -0.5633
N 1.3119 -1.1402 0.9503
H 0.6756 2.1598 0.5037
H 1.8564 1.6292 1.7165
H 0.0714 1.4114 1.8907
H 0.3883 0.9169 -1.5846
H 0.4172 -0.8534 -1.4565
H -1.3308 -0.2516 0.3979
H 2.2692 -1.0354 1.3226
H 0.7855 -0.8474 1.7935
H -2.7307 -1.9289 -2.4077
H -1.7616 -0.5495 -1.2563
O -3.0100 -1.1441 -1.9230
```

Calculated values
- 2S+1 = 1

Mulliken population analysis, charges in e, atoms 1 to 4: -1.1131, 0.3633, -0.5643, -0.3907

---

15.
Density functional theory data (ωB97M-V/def2-TZVPD) for a cluster of 2 separate species, C3H10N2O in total.

The geometry in XYZ format:
```
16
Properties=species:S:1:pos:R:3
C -0.4474 1.1851 -2.7360
C -1.1176 0.0401 -2.5814
O -0.4387 -0.9522 -1.8333
H -1.0048 2.1911 -3.0401
H 0.5674 1.2895 -2.5033
H -2.0330 -0.2078 -3.1913
H -0.6839 -1.8535 -2.1812
N 1.6671 -0.1271 1.3686
C 0.7967 -0.1391 2.5765
N -0.7434 -0.4795 2.2565
H 1.1941 -0.1367 0.4479
H 2.2805 0.6573 1.4799
H 1.0473 -0.9629 3.4568
H 0.7669 0.8738 3.1346
H -1.0284 0.0743 1.4767
H -0.8227 -1.4525 1.8691
```

Calculated values
- SMILES = C=CO.NCN
- 2S+1 = 1

Mulliken population analysis, charges in e, atoms 1 to 4: -0.6219, 0.0423, -0.4870, 0.1832

---

Energy above the lowest of the compared OMol25 structures with the same formula, charge and spin list, top to bottom, in kJ/mol: 197.3, 436.1, 687.8, 125.0, 124.5, 356.4, 185.1, 28.5, 116.3, 164.0, 60.8, 252.2, 183.1, 675.0, 311.0
E list, top to bottom, in eV: -4754.820, -4752.345, -4749.737, -6252.133, -6252.138, -6249.734, -6251.510, -6253.133, -6252.223, -6251.728, -6244.199, -8297.049, -8297.766, -8294.508, -8298.280